DFT (ωB97M-V/def2-TZVPD) results for a 2-piece molecular cluster, C2H5NSi overall.

## Properties
* multiplicity: 1
* maximum force: 5.127 eV Å⁻¹
* energy relative to the best compared isomer or geometry (same formula, charge and spin): 676.65 kJ/mol

Element x y z (Å)
C (-3.317, 0.020, -0.040)
C (-2.159, -0.156, 0.235)
N (0.090, -1.143, 0.158)
Si (1.300, 0.040, 0.134)
H (-4.181, 0.586, 0.079)
H (-0.303, -1.791, -0.613)
H (1.648, 0.814, 1.431)
H (0.976, 1.124, -0.748)
H (2.498, -0.886, -0.521)

Mulliken population analysis, charges in e, atoms 1 to 2: -0.0010 -0.4777